No. 1
A 10-piece molecular cluster, C28H65Cl6O20P3 overall, computed with ωB97M-V with the def2-TZVPD basis set.

```
122
Properties=species:S:1:pos:R:3:mulliken_spin:R:1
C 16.571 -6.555 31.381 0.010
Cl 16.727 -7.567 32.821 -0.006
Cl 15.765 -5.038 31.712 -0.039
H 17.560 -6.319 30.988 0.080
H 16.015 -7.085 30.608 0.011
C 13.950 -10.664 30.942 0.006
Cl 13.751 -10.858 29.143 -0.011
Cl 13.590 -8.953 31.261 -0.001
H 13.213 -11.277 31.462 0.000
H 14.969 -10.952 31.199 0.013
C 22.530 -11.066 27.051 0.101
Cl 23.214 -12.618 26.698 -0.057
Cl 22.461 -10.754 28.763 -0.156
H 23.184 -10.362 26.536 0.044
H 21.494 -11.076 26.713 0.020
C 22.333 -5.600 30.804 2.903
O 21.325 -6.330 31.417 -0.647
P 20.804 -5.933 32.842 -1.282
O 19.788 -6.855 33.403 0.081
O 22.183 -5.761 33.692 -0.270
C 22.859 -6.888 34.263 0.658
O 20.280 -4.379 32.613 -0.213
C 19.221 -3.800 33.397 0.150
H 22.958 -6.246 30.187 -0.887
H 22.956 -4.917 31.383 0.292
H 21.939 -4.994 29.987 -0.238
H 22.478 -7.171 35.244 -0.004
H 23.912 -6.675 34.447 -0.152
H 22.931 -7.719 33.562 0.001
H 18.701 -4.395 34.148 0.046
H 18.433 -3.379 32.773 0.020
H 19.634 -3.003 34.015 -0.075
C 18.523 -12.636 28.355 -0.001
O 19.080 -12.988 29.601 -0.020
P 18.829 -12.071 30.943 0.098
O 17.426 -11.823 31.291 -0.002
O 19.670 -12.923 32.051 -0.027
C 19.348 -14.259 32.323 0.048
O 19.713 -10.716 30.710 -0.015
C 19.450 -9.534 31.530 -0.026
H 18.153 -13.556 27.902 0.014
H 19.284 -12.276 27.663 -0.005
H 17.707 -11.919 28.443 -0.003
H 19.184 -14.426 33.388 -0.002
H 20.074 -14.968 31.925 -0.008
H 18.352 -14.504 31.956 0.003
H 18.845 -9.672 32.426 -0.035
H 18.884 -8.761 31.011 -0.002
H 20.427 -9.147 31.820 0.103
C 6.966 -9.292 26.943 0.007
O 8.357 -9.354 27.145 -0.020
P 9.118 -9.004 28.497 -0.003
O 8.349 -8.129 29.446 -0.001
O 10.553 -8.393 27.966 -0.013
C 11.311 -9.190 27.077 0.085
O 9.517 -10.486 29.064 -0.013
C 10.134 -10.722 30.329 0.017
H 6.419 -9.251 27.885 0.001
H 6.653 -10.189 26.409 -0.004
H 6.751 -8.401 26.354 0.000
H 11.015 -10.239 27.088 -0.005
H 12.324 -9.100 27.468 -0.017
H 11.301 -8.772 26.070 -0.015
H 9.476 -11.249 31.019 -0.001
H 10.301 -9.794 30.876 0.002
H 11.124 -11.176 30.285 0.004
O 19.247 -9.364 27.340 0.045
C 19.074 -8.472 28.160 -0.905
O 17.935 -8.155 28.810 -0.091
C 16.739 -8.920 28.500 -0.188
C 15.893 -8.086 27.583 0.163
C 20.222 -7.642 28.551 1.420
H 16.098 -9.129 29.356 0.023
H 16.935 -9.879 28.020 -0.033
H 16.469 -7.646 26.769 -0.005
H 15.467 -7.180 28.015 -0.050
H 15.099 -8.661 27.107 0.016
H 21.157 -8.110 28.243 -0.196
H 20.251 -7.572 29.639 0.272
H 20.202 -6.654 28.089 0.080
O 17.539 -13.011 25.056 -0.068
C 16.701 -12.359 24.501 0.154
O 16.327 -12.446 23.242 -0.124
C 16.977 -13.446 22.400 0.060
C 16.045 -13.671 21.202 0.019
C 15.720 -11.427 25.269 0.017
H 17.135 -14.330 23.018 0.011
H 17.948 -13.074 22.075 -0.014
H 16.490 -14.172 20.343 -0.008
H 15.697 -12.714 20.812 0.005
H 15.177 -14.214 21.576 -0.002
H 14.729 -11.837 25.076 -0.019
H 15.826 -10.415 24.878 0.003
H 15.944 -11.356 26.333 0.009
O 23.354 -7.608 27.576 0.078
C 24.468 -7.533 28.099 -0.908
O 25.600 -6.884 27.702 -0.366
C 25.631 -6.306 26.394 0.173
C 25.456 -4.808 26.681 0.396
C 24.749 -8.243 29.407 0.828
H 24.950 -6.699 25.639 0.030
H 26.596 -6.549 25.948 -0.016
H 24.405 -4.532 26.766 -0.044
H 25.925 -4.150 25.950 -0.111
H 25.970 -4.505 27.594 0.017
H 24.784 -7.525 30.226 -0.183
H 25.652 -8.838 29.272 0.099
H 23.963 -8.940 29.698 -0.209
O 13.776 -4.177 25.957 -0.051
C 14.590 -4.287 26.895 -0.036
O 14.259 -4.565 28.173 -0.057
C 12.881 -4.755 28.588 -0.016
C 12.853 -5.987 29.513 0.025
C 16.057 -4.106 26.725 0.400
H 12.213 -4.908 27.740 0.000
H 12.568 -3.900 29.187 -0.021
H 11.837 -6.110 29.890 0.001
H 13.520 -5.889 30.369 -0.012
H 13.060 -6.934 29.014 0.002
H 16.241 -3.086 26.388 -0.020
H 16.323 -4.677 25.836 -0.008
H 16.660 -4.222 27.626 -0.131
```

## Properties
<S²>: 0.7503
Maximum force in eV/Å: 3.14
Charge: -1
Frontier orbital gap (alpha / beta) in eV: 1.2 / 10.0
HOMO energy (alpha / beta) in Ha: 0.026 / -0.298
Multiplicity: 2

No. 2
C26H24F5NO2P2Ru as an isolated structure, computed with ωB97M-V with the def2-TZVPD basis set.

```
61
Properties=species:S:1:pos:R:3:mulliken_spin:R:1
C -1.431 3.343 -2.762 -0.013
C -1.058 2.140 -2.131 -0.089
C 0.323 1.843 -2.095 0.010
C 1.237 2.549 -2.930 0.056
C 0.830 3.720 -3.568 -0.002
C -0.509 4.136 -3.429 0.013
C 2.622 1.976 -2.602 0.087
C 2.732 0.473 -2.908 0.025
C 1.748 -0.156 -2.095 0.082
C 1.570 -1.557 -2.134 -0.100
C 2.626 -2.306 -2.694 -0.012
C 3.705 -1.693 -3.313 0.010
C 3.742 -0.298 -3.480 -0.004
H -2.475 3.648 -2.710 0.000
H 1.568 4.313 -4.098 0.000
H -0.817 5.088 -3.854 0.001
H 3.466 2.581 -2.924 0.000
H 2.583 -3.390 -2.620 0.000
H 4.532 -2.293 -3.688 0.001
H 4.566 0.211 -3.974 0.000
N 1.085 0.881 -1.298 0.065
Ru -0.043 0.033 0.241 3.220
C -2.189 1.230 -1.636 0.159
H -2.165 0.226 -2.107 0.001
H -3.182 1.677 -1.847 0.021
C 0.295 -2.320 -1.754 0.118
H -0.605 -1.939 -2.279 0.009
H 0.388 -3.401 -1.989 0.011
P -2.067 0.975 0.172 0.042
P -0.039 -2.153 0.038 -0.023
C 1.275 -3.098 0.875 0.031
H 1.062 -3.055 1.953 -0.004
H 1.279 -4.147 0.543 0.006
H 2.255 -2.642 0.683 -0.009
C -1.538 -3.120 0.317 0.033
H -1.361 -4.171 0.047 0.004
H -1.771 -3.029 1.386 -0.002
H -2.350 -2.696 -0.285 -0.004
C -2.089 2.618 0.933 0.046
H -3.082 3.082 0.840 0.004
H -1.831 2.478 1.992 0.020
H -1.331 3.261 0.469 -0.024
C -3.594 0.159 0.656 0.017
H -3.470 -0.122 1.709 0.007
H -4.440 0.853 0.531 0.003
H -3.740 -0.742 0.045 -0.009
C 1.504 0.097 1.280 0.168
O 2.502 0.150 1.889 0.120
H 2.156 1.640 -1.600 -0.043
F 0.271 -0.513 7.500 0.033
C -0.031 -0.552 6.191 0.254
C 0.180 0.578 5.394 -0.039
F 0.694 1.700 5.943 -0.004
C -0.143 0.541 4.056 0.182
F 0.035 1.655 3.300 0.040
C -0.701 -0.625 3.453 -0.006
O -1.046 -0.686 2.211 0.326
C -0.911 -1.751 4.309 0.194
F -1.456 -2.879 3.779 0.015
C -0.579 -1.718 5.643 -0.045
F -0.787 -2.800 6.428 -0.004
```

## Properties
<S²>: 8.8000
Maximum force in eV/Å: 6.70
Charge: +1
Frontier orbital gap (alpha / beta) in eV: 6.9 / 3.8
HOMO energy (alpha / beta) in Ha: -0.355 / -0.384
Multiplicity: 6

No. 3
C8H18Cl2O3PSZr as an isolated structure, computed with ωB97M-V with the def2-TZVPD basis set.

```
34
Properties=species:S:1:pos:R:3:lowdin_charge:R:1
C -0.355 6.105 -1.829 -0.057
C -0.330 4.936 -0.872 -0.807
H 0.679 6.416 -1.982 0.097
H -0.922 6.947 -1.411 0.106
H -0.781 5.800 -2.794 0.101
O 0.597 4.395 -0.357 0.017
Cl -2.010 4.376 -0.568 0.606
Zr -0.075 0.346 1.096 1.335
P 0.444 -0.778 -1.079 0.705
C 1.901 -1.776 -1.740 -0.214
C -0.907 -2.020 -1.489 -0.213
H -0.701 0.926 -2.416 0.031
H 0.130 -0.184 -3.563 0.101
H 1.055 1.036 -2.626 0.069
C 0.211 0.329 -2.579 -0.211
H -1.875 -1.542 -1.279 0.046
H -0.917 -2.379 -2.539 0.099
H 1.791 -2.202 -2.776 0.108
H 2.113 -2.624 -1.055 0.057
H -0.824 -2.894 -0.824 0.047
H 2.805 -1.133 -1.741 0.068
C 2.364 -0.479 1.303 -0.034
O 3.343 -0.990 1.557 0.231
Cl -2.172 1.202 0.072 0.184
C -0.995 -2.190 4.459 -0.102
S -0.444 -1.396 2.912 0.866
C 0.113 -2.882 2.059 -0.194
O -1.644 -0.820 2.077 -0.606
H -0.125 -2.669 4.925 0.107
H -1.748 -2.928 4.159 0.108
H -1.423 -1.403 5.102 0.106
H -0.739 -3.576 1.995 0.114
H 0.566 -2.676 1.072 0.031
H 0.876 -3.273 2.730 0.096
```

## Properties
Energy relative to the best compared isomer or geometry (same formula, charge and spin) in kcal/mol: 95.2
Maximum force in eV/Å: 6.61
Charge: +3
Frontier orbital gap in eV: 4.3
HOMO energy in Ha: -0.669

No. 4
C3H3ClN2O2 in the gas phase, computed with ωB97M-V with the def2-TZVPD basis set.

```
11
Properties=species:S:1:pos:R:3:lowdin_charge:R:1
N -1.492 0.663 0.720 0.155
C -0.482 0.155 0.073 -0.433
N -0.405 -0.068 -1.328 0.091
O 0.845 -0.765 -1.540 0.029
C 1.628 -0.516 -0.432 -0.484
O 2.849 -0.713 -0.484 0.073
C 0.700 -0.205 0.613 -0.654
Cl 1.161 0.085 2.166 0.791
H -2.323 1.033 0.157 0.164
H -1.268 1.048 1.632 0.096
H -1.210 -0.717 -1.577 0.173
```

## Properties
Energy relative to the best compared isomer or geometry (same formula, charge and spin) in kcal/mol: 43.2
Maximum force in eV/Å: 4.11
SMILES: Nc1[nH]oc(=O)c1Cl
Charge: 0
Frontier orbital gap in eV: 9.0
HOMO energy in Ha: -0.323

No. 5
A 5-piece molecular cluster, C27H61BNO7 overall, computed with ωB97M-V with the def2-TZVPD basis set.

```
97
Properties=species:S:1:pos:R:3:lowdin_charge:R:1
C 2.028 3.226 -0.561 -0.106
C 2.021 2.796 0.906 -0.259
C 1.220 3.707 1.837 -0.214
C -0.287 3.744 1.566 -0.213
C -0.998 2.439 1.956 -0.200
C -1.224 1.499 0.774 -0.195
C -1.748 0.125 1.195 -0.091
C -0.626 -0.946 1.353 -0.468
N -1.005 -2.133 0.485 0.203
C -0.787 -2.156 -0.694 -0.327
O -0.654 -2.237 -1.859 0.114
C -0.464 -1.444 2.808 -0.161
O 0.904 -1.406 3.108 -0.087
B 1.592 -1.344 1.781 -0.714
C 3.108 -0.784 1.842 -0.034
O 0.609 -0.468 1.011 -0.014
H 2.356 2.399 -1.192 0.071
H 1.040 3.524 -0.916 0.056
H 2.718 4.056 -0.729 0.064
H 3.058 2.804 1.258 0.100
H 1.680 1.764 0.999 0.077
H 1.622 4.725 1.797 0.102
H 1.361 3.331 2.855 0.105
H -0.472 3.919 0.501 0.091
H -0.723 4.595 2.095 0.097
H -0.401 1.928 2.718 0.116
H -1.965 2.665 2.418 0.105
H -1.928 1.979 0.084 0.110
H -0.286 1.379 0.236 0.097
H -2.310 0.204 2.128 0.106
H -2.466 -0.227 0.452 0.103
H -0.974 -0.766 3.505 0.109
H -0.907 -2.436 2.961 0.118
H 1.580 -2.496 1.283 0.103
H 3.751 -1.333 1.154 0.040
H 3.155 0.285 1.606 0.029
H 3.495 -0.938 2.856 0.043
C 0.672 -0.508 6.797 -0.078
C 1.664 0.101 5.821 -0.257
O 1.693 1.528 5.852 -0.160
C 2.045 2.116 7.082 -0.301
C 3.430 1.737 7.584 -0.086
H -0.334 -0.133 6.599 0.078
H 0.670 -1.591 6.676 0.078
H 0.913 -0.287 7.841 0.058
H 1.382 -0.173 4.805 0.098
H 2.668 -0.304 5.990 0.110
H 1.294 1.897 7.852 0.103
H 2.007 3.192 6.902 0.114
H 3.508 0.670 7.796 0.063
H 3.654 2.278 8.506 0.069
H 4.186 1.988 6.839 0.078
C -3.584 -2.524 -3.199 -0.070
C -3.816 -4.013 -3.368 -0.266
O -5.182 -4.391 -3.508 -0.160
C -5.866 -3.819 -4.601 -0.295
C -5.264 -4.148 -5.958 -0.082
H -4.133 -2.146 -2.335 0.087
H -2.523 -2.335 -3.047 0.051
H -3.907 -1.957 -4.076 0.059
H -3.471 -4.543 -2.482 0.121
H -3.231 -4.395 -4.213 0.108
H -5.946 -2.731 -4.481 0.100
H -6.879 -4.218 -4.543 0.116
H -4.255 -3.748 -6.062 0.064
H -5.877 -3.715 -6.751 0.068
H -5.214 -5.228 -6.107 0.078
C 9.261 -1.476 1.613 -0.085
C 8.269 -0.809 0.672 -0.292
O 6.970 -0.668 1.202 -0.153
C 6.854 0.109 2.381 -0.272
C 7.323 1.546 2.217 -0.079
H 8.893 -2.456 1.919 0.080
H 10.222 -1.603 1.111 0.071
H 9.433 -0.884 2.513 0.062
H 8.141 -1.424 -0.220 0.117
H 8.662 0.159 0.336 0.104
H 7.382 -0.376 3.212 0.107
H 5.792 0.096 2.624 0.104
H 8.386 1.613 1.979 0.060
H 7.155 2.096 3.144 0.074
H 6.766 2.035 1.416 0.081
C -4.791 0.099 -7.963 -0.078
C -5.347 0.746 -6.706 -0.276
O -6.396 1.670 -6.944 -0.158
C -7.550 1.145 -7.570 -0.287
C -8.230 0.030 -6.792 -0.078
H -4.431 0.858 -8.660 0.079
H -3.960 -0.557 -7.703 0.076
H -5.540 -0.504 -8.479 0.063
H -4.567 1.325 -6.213 0.121
H -5.667 -0.023 -5.993 0.101
H -7.321 0.811 -8.589 0.105
H -8.227 1.995 -7.662 0.116
H -7.593 -0.849 -6.693 0.058
H -9.141 -0.278 -7.307 0.075
H -8.494 0.369 -5.790 0.083
```

## Properties
Maximum force in eV/Å: 0.82
Charge: -1
Frontier orbital gap in eV: 6.8
HOMO energy in Ha: -0.168

No. 6
An isolated ion of composition C5H4N and charge +1, computed with ωB97M-V with the def2-TZVPD basis set.

```
10
Properties=species:S:1:pos:R:3:lowdin_charge:R:1
C 1.121 -0.746 -0.728 0.131
C -0.697 0.033 -2.728 0.442
C -0.754 0.407 -0.377 0.005
C -0.222 -0.218 -1.478 -0.287
C -0.160 0.205 0.927 -0.081
N 1.107 -0.582 0.577 0.049
H -1.770 0.949 -0.410 0.185
H 0.146 1.177 1.335 0.160
H -0.726 -0.176 1.812 0.174
H 1.957 -1.049 1.070 0.223
```

## Properties
Energy relative to the best compared isomer or geometry (same formula, charge and spin) in kcal/mol: 108.0
Maximum force in eV/Å: 4.17
Charge: +1
Frontier orbital gap (alpha / beta) in eV: 7.7 / 6.4
HOMO energy (alpha / beta) in Ha: -0.544 / -0.505